# 1
A structure of composition C33H69AlFINO7, computed with ωB97M-V/def2-TZVPD.

Each line ends with the Löwdin charge.
Atoms and positions in Å:
I (-2.693, 3.792, 0.027)  0.556
Al (-0.203, 1.159, 3.611)  0.322
F (-0.279, 0.470, 6.430)  -0.165
O (-0.894, -0.725, -1.320)  -0.143
O (-5.185, -1.169, -5.339)  -0.146
O (0.073, 6.609, 2.047)  -0.145
O (3.586, 1.781, 2.692)  -0.131
O (0.830, -1.807, -6.585)  -0.146
O (3.041, -3.341, -2.051)  -0.164
O (-3.035, -2.329, 6.549)  -0.146
N (1.283, 2.211, 4.096)  -0.043
C (-1.394, 2.529, 2.637)  -0.264
C (1.236, -1.350, -8.863)  -0.171
C (0.687, -0.399, -6.770)  -0.208
C (-0.996, -3.208, 7.347)  -0.164
C (0.183, 0.206, -1.451)  -0.190
C (0.527, 6.988, -0.235)  -0.172
C (-2.930, -1.998, 7.932)  -0.211
C (1.475, -1.306, 2.680)  -0.275
C (2.750, -0.515, 2.988)  -0.202
C (-2.918, -0.620, -4.979)  -0.170
C (-5.142, -0.089, -4.401)  -0.202
C (-1.721, 2.120, 1.257)  -0.742
C (-0.639, -1.880, -2.114)  -0.195
C (2.983, 0.671, 2.044)  -0.294
C (-0.141, 7.990, 1.793)  -0.218
C (4.471, -5.192, -1.761)  -0.170
C (-2.453, 1.065, 5.691)  -0.119
C (-2.627, 0.903, 1.129)  -0.169
C (1.428, -0.064, -8.059)  -0.166
C (5.260, -3.909, -1.495)  -0.166
C (4.379, -2.865, -2.174)  -0.202
C (-1.936, -2.987, 8.530)  -0.169
C (1.349, -2.406, -7.768)  -0.209
C (1.305, -0.553, -2.152)  -0.152
C (-1.972, -3.205, 6.176)  -0.208
C (-3.742, -0.099, -3.802)  -0.159
C (3.036, -4.698, -1.612)  -0.200
C (-1.150, 0.418, 5.264)  -0.338
C (-3.864, -1.651, -5.580)  -0.207
C (0.239, -0.427, 2.431)  -0.227
C (0.521, -1.523, -3.032)  -0.162
C (0.649, 5.979, 0.901)  -0.213
C (0.627, 8.315, 0.515)  -0.176
H (0.464, 0.561, -0.459)  0.086
H (-3.373, 0.985, 0.343)  0.032
H (-1.434, -2.587, 9.411)  0.109
H (-2.041, 0.012, 0.910)  0.051
H (2.005, 0.978, 1.664)  0.079
H (2.488, 0.103, -7.858)  0.113
H (-2.376, -4.207, 5.988)  0.113
H (-5.929, -0.244, -3.662)  0.116
H (-0.821, 2.033, 0.656)  0.031
H (1.696, 5.736, 1.112)  0.121
H (1.670, 8.545, 0.745)  0.108
H (-0.377, -0.154, -6.850)  0.109
H (-3.734, -2.626, -5.096)  0.116
H (4.650, -5.545, -2.778)  0.110
H (4.707, -6.000, -1.069)  0.109
H (-2.559, -0.973, 8.034)  0.104
H (-3.149, 0.742, 2.075)  0.076
H (-2.303, 2.749, 3.206)  0.060
H (-0.156, 1.064, -2.043)  0.122
H (2.710, -4.741, -0.568)  0.120
H (2.673, -0.082, 3.989)  0.095
H (0.102, 5.062, 0.687)  0.060
H (3.604, 0.410, 1.180)  0.107
H (1.777, 1.838, 4.904)  0.017
H (-2.289, 2.107, 5.975)  0.072
H (-0.374, -2.721, -1.461)  0.120
H (4.440, -1.881, -1.708)  0.117
H (-1.213, 8.178, 1.661)  0.116
H (0.774, -3.310, -7.978)  0.116
H (0.264, -0.101, 1.383)  0.015
H (-0.645, -1.079, 2.488)  0.053
H (-3.687, -0.792, -2.961)  0.112
H (-3.927, -2.055, 8.375)  0.115
H (6.272, -3.926, -1.897)  0.109
H (-0.451, 6.892, -0.711)  0.105
H (-2.931, 0.543, 6.526)  0.045
H (-1.555, -2.140, -2.650)  0.101
H (2.394, -2.694, -7.606)  0.116
H (1.966, 0.109, -2.713)  0.113
H (3.619, -1.182, 3.001)  0.100
H (-3.426, 0.880, -3.444)  0.117
H (-0.420, -4.131, 7.409)  0.107
H (2.320, -5.253, -2.220)  0.117
H (1.901, -1.108, -1.427)  0.099
H (0.203, 8.560, 2.659)  0.112
H (-2.436, -3.918, 8.808)  0.108
H (-3.735, -1.783, -6.656)  0.113
H (1.660, -1.986, 1.837)  0.089
H (0.981, 3.136, 4.393)  0.013
H (2.823, 2.217, 3.141)  0.015
H (-0.304, -2.369, 7.256)  0.112
H (1.973, -1.486, -9.654)  0.108
H (0.241, -1.372, -9.312)  0.112
H (-2.730, 0.187, -5.693)  0.110
H (-5.341, 0.852, -4.925)  0.115
H (0.161, -1.009, -3.926)  0.082
H (0.200, 9.159, -0.026)  0.104
H (-1.336, -0.659, 5.152)  0.060
H (4.632, -2.762, -3.235)  0.118
H (1.295, 6.854, -0.997)  0.108
H (-0.785, 3.440, 2.642)  0.046
H (1.091, 0.111, -5.894)  0.115
H (-3.157, 1.064, 4.854)  0.064
H (1.096, -2.393, -3.342)  0.102
H (-1.961, -1.051, -4.691)  0.087
H (1.029, 0.823, -8.550)  0.110
H (5.318, -3.715, -0.423)  0.115
H (1.277, -1.954, 3.541)  0.092
H (-1.525, -2.832, 5.254)  0.104

Output
HOMO level: -5.127 eV
Charge: -1
LUMO: 2.1 eV
Electronic energy: -2520.2138 hartree

# 2
A cluster of 2 separate species, CH4O2 in total in a non-equilibrium geometry, computed with ωB97M-V/def2-TZVPD.

Each line ends with the Löwdin spin population.
Atoms and positions in Å:
O (-1.125, 0.652, 0.583)  1.001
O (2.251, -1.494, 0.911)  0.000
C (-1.500, 1.157, -0.455)  0.756
H (-2.446, 1.011, -0.869)  0.118
H (-0.798, 1.656, -1.135)  0.125
H (1.592, -2.181, 0.651)  0.000
H (2.026, -0.801, 0.315)  0.000

Output
HOMO level (alpha / beta): -7.067 / -11.523 eV
Energy above the lowest of the compared OMol25 structures with the same formula, charge and spin: 0.0 kcal/mol
Spin multiplicity: 3
LUMO (alpha / beta): 0.8 / -2.5 eV
Electronic energy: -190.8153 hartree

# 3
An isolated molecule of C3H11N3O in a non-equilibrium geometry, computed with ωB97M-V/def2-TZVPD.

Each line ends with the Löwdin charge.
Atoms and positions in Å:
O (2.313, -0.129, -1.051)  -0.079
N (-1.133, 0.482, -0.185)  -0.326
N (-1.369, 0.296, 1.188)  0.027
N (-2.345, 0.347, -0.923)  0.013
C (1.634, -0.285, 1.241)  -0.062
C (1.223, 0.243, -0.122)  -0.396
C (-0.046, -0.389, -0.676)  -0.154
H (0.911, 0.027, 1.988)  0.059
H (-2.521, -0.625, -1.194)  0.070
H (-1.855, -0.588, 1.367)  0.083
H (2.197, 0.335, -1.887)  0.074
H (-1.954, 1.058, 1.514)  0.084
H (1.697, -1.370, 1.220)  0.080
H (-0.160, -1.430, -0.340)  0.123
H (-2.292, 0.919, -1.758)  0.070
H (1.134, 1.337, -0.108)  0.140
H (2.616, 0.106, 1.494)  0.077
H (-0.050, -0.334, -1.768)  0.117

Output
HOMO level: -9.072 eV
Energy above the lowest of the compared OMol25 structures with the same formula, charge and spin: 64.3 kcal/mol
SMILES string: C[C@@H](O)CN(N)N
LUMO: 0.9 eV
Electronic energy: -360.3349 hartree

# 4
An isolated molecule of C5H8O, computed with ωB97M-V/def2-TZVPD.

Each line ends with the Löwdin charge.
Atoms and positions in Å:
O (1.991, -1.448, -0.105)  0.061
C (-0.605, 0.336, -0.558)  -0.294
C (-0.328, 1.134, 0.690)  -0.086
C (1.747, -0.381, 0.407)  -0.235
C (0.810, 0.646, -0.160)  -0.229
C (-1.180, -1.061, -0.472)  -0.068
H (-0.888, -1.660, -1.340)  0.081
H (-0.481, 0.620, 1.637)  0.110
H (-0.555, 2.195, 0.722)  0.100
H (1.332, 1.388, -0.763)  0.144
H (-0.831, -1.592, 0.421)  0.079
H (-2.275, -1.022, -0.432)  0.077
H (-0.971, 0.917, -1.405)  0.133
H (2.236, -0.073, 1.359)  0.127

Output
HOMO level: -9.826 eV
Energy above the lowest of the compared OMol25 structures with the same formula, charge and spin: 30.4 kcal/mol
SMILES string: C[C@H]1C[C@H]1C=O
LUMO: 1.0 eV
Electronic energy: -270.5095 hartree

# 5
A cluster of 10 separate species, C34H94N6O15 in total in a non-equilibrium geometry, computed with ωB97M-V/def2-TZVPD.

Each line ends with the Löwdin charge.
Atoms and positions in Å:
O (2.083, -5.022, 0.721)  -0.082
O (-0.594, -1.335, 0.464)  -0.125
O (-2.968, 1.004, -5.275)  -0.070
O (-0.870, -0.379, -3.822)  -0.128
O (4.121, 3.726, -2.385)  -0.106
O (3.315, 0.470, 2.122)  -0.173
O (4.907, -0.397, -2.098)  -0.268
O (0.777, 4.177, -0.986)  -0.050
O (6.332, 4.455, -0.859)  -0.228
O (4.956, -4.491, 0.784)  -0.071
O (-0.260, 1.432, -0.523)  -0.088
O (-0.781, -4.358, -4.626)  -0.165
O (-5.595, 2.492, 5.766)  -0.168
O (-8.613, 2.887, -0.711)  -0.195
O (-1.053, -4.866, 5.782)  -0.179
N (5.653, 1.716, -0.404)  -0.042
N (-0.351, -3.778, -0.996)  0.064
N (1.976, -0.080, -4.337)  0.049
N (-4.340, 3.071, 2.340)  0.031
N (-1.140, -3.764, 2.241)  0.049
N (-6.056, 3.835, -0.213)  0.033
C (-5.996, 3.241, 6.860)  -0.145
C (2.231, -1.203, -2.246)  -0.044
C (3.837, 0.613, 0.820)  -0.215
C (-1.198, 1.007, 0.482)  -0.186
C (0.161, -4.448, 6.385)  -0.099
C (6.009, -1.313, -2.136)  -0.067
C (-6.221, 2.550, -1.051)  -0.400
C (5.038, 1.532, 0.892)  -0.197
C (6.552, 5.850, -0.782)  -0.090
C (4.222, -0.243, -3.363)  -0.153
C (0.047, -4.175, -2.338)  -0.429
C (7.046, 3.679, 0.085)  -0.225
C (-1.178, 1.014, -3.659)  -0.232
C (-1.583, -0.405, 0.072)  -0.237
C (2.742, -0.021, -3.079)  -0.370
C (-5.137, 1.565, -0.652)  -0.088
C (-5.097, 3.289, 4.725)  -0.228
C (2.047, -0.131, 2.201)  -0.094
C (2.665, -3.782, 1.121)  -0.248
C (-7.605, 1.926, -0.952)  -0.215
C (3.966, -3.506, 0.417)  -0.221
C (0.638, -5.583, -2.405)  -0.042
C (1.859, 3.497, -1.589)  -0.282
C (-1.041, -4.910, 4.392)  -0.237
C (0.001, -3.405, -5.278)  -0.111
C (-3.293, 1.601, 3.909)  -0.039
C (-1.679, 1.537, -4.998)  -0.241
C (-2.298, -2.710, 4.118)  -0.046
C (3.127, 4.316, -1.540)  -0.231
C (6.994, 2.234, -0.336)  -0.219
C (-1.132, -4.024, -3.313)  -0.193
C (-4.604, 2.373, 3.594)  -0.425
C (-9.878, 2.307, -0.583)  -0.126
C (-1.124, -3.565, 3.691)  -0.455
H (2.729, -3.781, 2.216)  0.124
H (-2.537, -0.646, 0.566)  0.119
H (-5.981, 2.949, -2.045)  0.136
H (-2.160, 1.521, 0.470)  0.103
H (-0.197, -3.016, 3.929)  0.128
H (-0.992, -4.499, -0.634)  0.104
H (-0.532, -2.127, -0.114)  0.030
H (6.606, 3.856, 1.083)  0.124
H (1.699, 3.301, -2.667)  0.117
H (4.715, 0.593, -3.869)  0.136
H (-1.771, -0.550, -0.995)  0.122
H (2.218, 0.759, -4.867)  0.102
H (0.149, -4.755, 7.430)  0.085
H (-2.401, -1.872, 3.414)  0.060
H (-3.319, 0.590, 3.507)  0.059
H (-10.130, 1.595, -1.379)  0.089
H (5.996, 6.175, 0.123)  0.095
H (-4.105, 1.856, -0.821)  0.061
H (-0.447, -4.428, 1.895)  0.054
H (-5.464, 1.697, 3.489)  0.138
H (1.449, -5.633, -1.674)  0.060
H (2.233, -0.860, -4.935)  0.090
H (-6.148, 2.645, 7.761)  0.087
H (4.983, 3.617, -1.956)  0.039
H (-4.246, 3.898, 5.063)  0.132
H (-0.995, 1.323, -5.831)  0.117
H (3.083, 0.948, 0.100)  0.111
H (6.545, -1.262, -3.085)  0.092
H (5.467, 0.980, -1.095)  0.078
H (6.193, 6.400, -1.642)  0.091
H (-1.910, 1.167, -2.868)  0.108
H (5.687, 1.171, 1.708)  0.126
H (-0.250, -5.541, 3.967)  0.122
H (-2.434, 2.151, 3.546)  0.067
H (2.066, 2.521, -1.137)  0.085
H (-1.891, -4.715, -2.936)  0.132
H (0.126, 0.613, -0.856)  0.061
H (-3.538, 3.701, 2.437)  0.080
H (4.753, 2.523, 1.272)  0.117
H (3.600, 4.245, -0.547)  0.118
H (-6.836, 4.368, -0.624)  0.059
H (1.095, -5.883, -3.347)  0.080
H (-3.250, -3.220, 3.958)  0.088
H (-1.811, 2.626, -4.994)  0.121
H (-5.040, 3.805, 2.164)  0.055
H (-5.225, 1.171, 0.364)  0.067
H (1.148, -1.137, -2.155)  0.068
H (4.465, -2.565, 0.699)  0.113
H (-10.638, 3.074, -0.762)  0.088
H (-7.766, 1.465, -1.942)  0.134
H (-5.284, 0.668, -1.278)  0.082
H (0.243, 3.436, -0.662)  0.054
H (3.854, -3.405, -0.661)  0.110
H (0.389, -4.012, -0.321)  0.049
H (4.380, -1.166, -3.928)  0.124
H (5.732, -2.360, -1.975)  0.083
H (-6.557, 3.496, 0.626)  0.053
H (4.203, -0.386, 0.526)  0.103
H (0.512, -3.808, -6.142)  0.091
H (-7.604, 1.160, -0.159)  0.131
H (-0.826, -2.894, 1.797)  0.040
H (2.169, -1.216, 2.330)  0.074
H (8.076, 4.041, 0.218)  0.123
H (0.068, -0.403, -4.121)  0.026
H (-1.964, -5.440, 4.130)  0.132
H (7.566, 6.154, -0.485)  0.084
H (2.953, 5.354, -1.845)  0.122
H (-5.241, 3.963, 7.231)  0.088
H (1.398, 0.243, 2.998)  0.092
H (-2.111, -2.239, 5.080)  0.080
H (-10.034, 1.881, 0.409)  0.090
H (2.825, -5.648, 0.718)  0.095
H (0.856, -3.544, -2.725)  0.092
H (-6.870, 3.886, 6.701)  0.089
H (-2.911, 0.053, -5.420)  0.080
H (7.550, 2.152, -1.277)  0.126
H (7.663, 1.648, 0.324)  0.118
H (2.744, -1.297, -1.287)  0.062
H (-0.135, -6.322, -2.162)  0.088
H (-3.367, 1.462, 4.994)  0.076
H (-5.879, 3.913, 4.275)  0.125
H (-0.545, -2.516, -5.642)  0.086
H (0.628, -2.913, -4.524)  0.060
H (-1.503, -2.993, -3.292)  0.119
H (0.266, -3.356, 6.324)  0.084
H (6.581, -0.955, -1.278)  0.092
H (1.989, -2.947, 0.887)  0.097
H (2.516, 0.905, -2.566)  0.119
H (-0.265, 1.511, -3.304)  0.102
H (-0.765, 1.024, 1.483)  0.112
H (5.151, -4.449, 1.721)  0.088
H (2.472, -2.157, -2.731)  0.079
H (1.459, 0.094, 1.297)  0.064
H (1.009, -4.939, 5.887)  0.088

Output
HOMO level: -8.475 eV
Energy above the lowest of the compared OMol25 structures with the same formula, charge and spin: 0.0 kcal/mol
SMILES string: COC[C@H](C)N.COC[C@H](C)N.COC[C@H](C)N.COC[C@H](C)N.COC[C@H](C)N.COCCNCCOC.OCCO.OCCO.OCCO.OCCO
LUMO: 0.3 eV
Electronic energy: -2808.6927 hartree

Repeat the second record exactly.
A cluster of 2 separate species, CH4O2 in total in a non-equilibrium geometry, computed with ωB97M-V/def2-TZVPD.

Each line ends with the Löwdin spin population.
Atoms and positions in Å:
O (-1.125, 0.652, 0.583)  1.001
O (2.251, -1.494, 0.911)  0.000
C (-1.500, 1.157, -0.455)  0.756
H (-2.446, 1.011, -0.869)  0.118
H (-0.798, 1.656, -1.135)  0.125
H (1.592, -2.181, 0.651)  0.000
H (2.026, -0.801, 0.315)  0.000

Output
HOMO level (alpha / beta): -7.067 / -11.523 eV
Energy above the lowest of the compared OMol25 structures with the same formula, charge and spin: 0.0 kcal/mol
Spin multiplicity: 3
LUMO (alpha / beta): 0.8 / -2.5 eV
Electronic energy: -190.8153 hartree